Entry 1:
# C4H6N4

A molecular structure, C4H6N4 in a non-equilibrium geometry (ωB97M-V/def2-TZVPD, OMol25).

Calculated values
2S+1: 1
Total charge: 0
HOMO level (alpha / beta): -9.495 / -9.496 eV
Energy above the lowest of the compared OMol25 structures with the same formula, charge and spin: 149.8 kcal per mole
Molar mass: 110.12 g/mol

The geometry in XYZ format:
```
14
Properties=species:S:1:pos:R:3:forces:R:3
N 0.52996 1.24925 1.30323 -0.3538 -1.0330 -0.7090
N -1.56507 0.50488 -0.70843 0.6465 -1.5350 -0.5608
N 0.11722 -0.30851 -0.54046 -5.0133 2.4888 -0.6186
N 3.26859 -0.68857 0.99294 -0.3162 -0.1991 -0.6524
C -0.17254 -1.73121 -0.72470 0.0185 0.0286 0.1966
C 2.30561 -0.64348 0.33997 0.0657 0.7669 1.8074
C -1.79068 1.67695 -0.33126 1.2054 0.3546 0.5648
C 0.52962 0.30208 0.51411 3.8357 -0.2724 0.5738
H -1.05237 2.32262 0.18000 -0.3746 -0.2757 -0.2772
H -0.33755 -2.25009 0.21985 0.0568 0.0850 -0.0459
H 0.66200 -2.18078 -1.25857 0.0428 0.0767 0.0676
H -1.07538 -1.80347 -1.33321 0.1775 0.1827 0.0568
H -2.80011 2.09173 -0.47450 0.2512 -0.4405 -0.1663
H 1.38070 1.45862 1.82105 -0.2422 -0.2274 -0.2367
```
Forces are in eV/Å.

Entry 2:
# C4H6N4O

C4H6N4O in the gas phase in a non-equilibrium geometry (ωB97M-V/def2-TZVPD, OMol25).

Calculated values
2S+1: 1
Total charge: 0
HOMO level: -9.919 eV
Energy above the lowest of the compared OMol25 structures with the same formula, charge and spin: 67.4 kcal per mole
Structure (SMILES): CC/N=c1\nnnco1
Molar mass: 126.12 g/mol

The geometry in XYZ format:
```
15
Properties=species:S:1:pos:R:3:forces:R:3
O 1.11637 -0.21684 1.22471 0.5722 -0.0226 -0.3633
N -0.70795 0.96050 0.79788 -0.6833 0.2228 -0.2643
N 0.45279 0.07767 -1.06186 0.7030 0.1238 -0.3989
N 1.20382 -0.85788 -1.41092 -0.8961 0.5545 -0.3502
N 1.71255 -1.69752 -0.46003 0.6530 -0.7361 0.2230
C -1.71027 1.56966 -0.07887 0.2052 0.6825 -0.0200
C 1.71211 -1.29633 0.74841 0.6648 -0.3173 0.0520
C -3.00049 0.76194 -0.16295 -0.0406 0.0255 0.2757
C 0.23701 0.32348 0.30026 -1.1384 -0.0137 0.6696
H -1.28465 1.81105 -1.06330 -0.2163 -0.2315 0.1386
H -1.96664 2.52586 0.40493 0.0819 -0.2482 -0.2211
H -3.39849 0.65703 0.84295 -0.1452 -0.0405 0.1098
H -2.91942 -0.23910 -0.57332 0.4207 -0.1216 -0.1482
H 2.32134 -1.83599 1.45916 -0.2074 -0.0463 0.3094
H -3.74168 1.28395 -0.76470 0.0267 0.1686 -0.0120
```
Forces are in eV/Å.

Entry 3:
# C4H6N4O3

C4H6N4O3 in the gas phase in a non-equilibrium geometry (ωB97M-V/def2-TZVPD, OMol25).

Calculated values
2S+1: 1
Total charge: 0
HOMO level: -7.333 eV
Energy above the lowest of the compared OMol25 structures with the same formula, charge and spin: 0.0 kcal per mole
Structure (SMILES): Nc1c(O)[nH]c(=O)[n+]([O-])c1N
Molar mass: 158.12 g/mol

The geometry in XYZ format:
```
17
Properties=species:S:1:pos:R:3:forces:R:3
O -0.45825 2.49389 -1.44587 -1.2182 2.1387 -0.6341
O 2.16060 1.72142 -1.55458 1.4349 2.4419 -2.2067
O 1.61820 -2.13932 0.34006 0.2497 -1.3405 1.5534
N -2.04284 0.96068 0.10790 1.9753 -1.0811 0.1057
N 0.00174 1.46766 -0.90547 0.4158 -4.3714 0.1508
N 1.69580 -0.34426 -1.09712 -1.3575 -1.8708 1.3731
N -0.84020 -1.09726 1.59291 1.3188 0.3790 1.2742
C -0.69989 0.60192 -0.15208 -2.2438 2.6613 -0.4780
C 1.03654 -1.04154 -0.05874 -0.5502 1.7138 -0.7765
C -0.12047 -0.53015 0.49470 -0.2791 -0.4001 -0.8570
C 1.27456 0.97600 -1.34276 1.3770 -0.3167 2.6033
H 1.16615 -2.42751 1.18392 0.4194 0.2886 -1.1532
H -0.76459 -0.46400 2.43068 -0.5648 -1.2172 -1.2338
H -2.47395 0.19026 0.63153 -0.4205 1.2841 -0.5945
H -1.74585 -1.55261 1.47883 0.5474 0.3304 -0.1380
H 2.71904 -0.53874 -1.29861 -1.9780 0.4767 0.4814
H -2.52659 1.72355 -0.40530 0.8738 -1.1166 0.5298
```
Forces are in eV/Å.

Entry 4:
# C4H6N4S

C4H6N4S in the gas phase in a non-equilibrium geometry (ωB97M-V/def2-TZVPD, OMol25).

Calculated values
2S+1: 1
Total charge: 0
HOMO level: -8.701 eV
Energy above the lowest of the compared OMol25 structures with the same formula, charge and spin: 19.5 kcal per mole
Structure (SMILES): CN(S)c1ncncn1
Molar mass: 142.19 g/mol

The geometry in XYZ format:
```
15
Properties=species:S:1:pos:R:3:forces:R:3
S 1.95308 -1.58297 -0.10119 -0.1604 0.0897 -0.1370
N -2.96574 -0.84064 0.24743 -2.4688 -0.9399 -0.0734
N -0.83703 -1.65108 -0.11423 1.4346 -0.2073 -0.6169
N 0.93556 -0.16323 -0.16591 -0.5170 -3.2926 -0.7756
N -1.21252 0.63445 0.21029 -0.0922 1.9598 0.1716
C -2.11932 -1.81359 -0.04157 0.1465 1.0597 0.4489
C 1.72612 0.97767 -0.05526 -0.6704 3.7866 0.0826
C -2.50425 0.37050 0.34936 -0.2707 1.4058 -0.4839
C -0.40675 -0.38461 -0.00499 0.3547 0.2379 0.3086
H 1.23310 1.95681 -0.44933 0.5440 -1.8227 1.0410
H -3.28810 1.24856 0.43838 1.9124 -1.7942 0.1219
H -2.46441 -2.79312 -0.25860 -0.6636 -0.7453 0.0882
H 2.65992 0.90997 -0.55741 0.5024 -0.5442 -1.1362
H 1.23333 -2.31489 -0.96397 0.1343 -0.0289 0.0249
H 2.07059 1.05099 0.95902 -0.1857 0.8356 0.9352
```
Forces are in eV/Å.

Entry 5:
# C4H6N5

A gas-phase ion, C4H6N5 (charge +1) in a non-equilibrium geometry (ωB97M-V/def2-TZVPD, OMol25).

Calculated values
2S+1: 1
Total charge: +1
HOMO level: -14.485 eV
Energy above the lowest of the compared OMol25 structures with the same formula, charge and spin: 85.5 kcal per mole
Structure (SMILES): C1=NC=N[N@@H+]2CC=NN12
Molar mass: 124.13 g/mol

The geometry in XYZ format:
```
15
Properties=species:S:1:pos:R:3:forces:R:3
N 0.78097 0.15829 0.18388 1.9330 -2.7461 -2.1826
N -0.70981 0.02118 -1.67947 -1.2797 0.4812 -1.3607
N -0.72671 -1.90868 1.22672 -0.1735 -0.7286 -0.2155
N 0.54757 0.06351 1.52616 0.2890 1.0486 1.6459
N -0.26784 -0.74754 -0.73399 2.3278 0.3068 1.4909
C -0.10817 -0.94904 1.96101 0.0518 0.0882 -0.4968
C -0.88807 -1.72033 -0.03456 -0.5100 -0.1459 0.4062
C -0.28851 1.20821 -1.62443 0.3735 -0.1544 0.4688
C 0.60583 1.47730 -0.42356 -0.4534 0.9411 -0.2513
H 1.55155 1.92534 -0.72589 0.0502 -0.1910 0.1478
H -0.58760 1.95436 -2.33451 -0.0216 0.1442 -0.1990
H -1.56626 -2.36117 -0.59061 0.0439 0.0954 -0.2304
H 0.09913 2.14624 0.28445 0.1668 -0.2241 -0.0085
H -0.24823 -1.00929 3.03078 0.0980 0.1075 0.0957
H 1.80613 -0.25839 -0.06599 -2.8957 0.9771 0.6895
```
Forces are in eV/Å.

Entry 6:
# C4H6N5OS

A gas-phase ion, C4H6N5OS (charge +1) in a non-equilibrium geometry (ωB97M-V/def2-TZVPD, OMol25).

Calculated values
2S+1: 1
Total charge: +1
HOMO level (alpha / beta): -12.974 / -12.989 eV
Energy above the lowest of the compared OMol25 structures with the same formula, charge and spin: 58.2 kcal per mole
Molar mass: 172.19 g/mol

The geometry in XYZ format:
```
17
Properties=species:S:1:pos:R:3:forces:R:3
S 2.16195 0.52431 -0.48542 -2.1023 -0.0601 0.2897
O -2.89071 -0.96754 -0.18710 -0.0554 0.6243 -0.5705
N -0.41638 1.38108 0.16159 2.2742 0.2009 0.7831
N 1.70734 -1.16324 -0.37706 -0.6864 0.7875 0.6427
N 0.53047 -3.13904 -0.04434 -2.0260 3.3817 1.0059
N -1.87783 -1.79186 -0.16442 0.6859 -1.6949 0.2426
N -2.48839 0.30116 -0.27021 0.7641 1.6446 0.6721
C -1.15710 0.31902 -0.04809 -2.0025 -2.7339 -1.3029
C -0.57634 2.60295 -0.50366 -0.3077 1.0549 -0.1736
C -0.79168 -1.09989 -0.06630 1.2981 1.4369 0.8220
C 0.53979 -1.74317 -0.08101 1.8708 -2.7129 -1.2513
H -0.17775 -3.49972 0.56556 -0.4417 -0.4517 -0.1380
H 1.24986 -3.75873 -0.26880 1.5920 -0.4931 -0.3801
H -0.90835 2.40821 -1.54696 0.9887 0.7061 0.2073
H -1.42992 3.21848 -0.14189 -0.1279 -0.6997 0.5117
H 0.27869 3.26845 -0.18170 -0.6975 -0.7325 -1.2597
H 2.58963 -1.69868 -0.36448 -1.0264 -0.2577 -0.1011
```
Forces are in eV/Å.

Entry 7:
# C4H6N7S

A gas-phase ion, C4H6N7S (charge +1) in a non-equilibrium geometry (ωB97M-V/def2-TZVPD, OMol25).

Calculated values
2S+1: 3
Total charge: +1
HOMO level (alpha / beta): -9.617 / -12.956 eV
Molar mass: 184.21 g/mol

The geometry in XYZ format:
```
18
Properties=species:S:1:pos:R:3:forces:R:3
S 0.91500 0.60644 4.04238 -0.0461 -0.2220 -0.3721
N -1.01580 1.92481 -1.15929 1.7989 -0.1973 -1.8063
N 0.00821 -0.38489 1.30230 -0.7337 -0.4186 0.2574
N 1.47536 -1.76346 2.65166 -0.3888 1.6473 1.7958
N -0.47353 0.58054 0.53504 -0.7121 1.4760 -2.7915
N -1.76899 2.19252 -0.10782 0.1599 -1.0711 0.8211
N 0.78312 0.33892 -1.49127 -0.1553 0.1406 -1.9186
N 0.46749 -1.45637 0.68147 -0.5632 1.1137 -2.0849
C -1.47014 1.37248 0.90347 -2.4276 1.3465 2.9544
C 1.06296 -0.64615 3.08300 1.2258 -0.0751 1.6066
C 1.16125 -2.23561 1.50900 3.3750 -4.6691 2.5128
C -0.18689 1.00223 -0.80761 1.4228 -1.6008 0.5367
H -1.95283 1.33374 1.95438 0.9128 0.1477 -2.1333
H 0.10287 -2.00406 -0.05806 -1.3242 0.4823 -1.4883
H 1.05795 0.52255 -2.44650 -1.4553 0.9074 -0.4216
H 1.55454 -3.27852 1.35987 -0.9574 1.3661 -0.9368
H -2.41245 2.93370 -0.34408 -0.5775 -0.0298 1.2499
H 1.66080 -0.01146 -1.20539 0.4459 -0.3438 2.2189
```
Forces are in eV/Å.

Entry 8:
# C4H6NO

2 unconnected molecules or ions with the total composition C4H6NO in a non-equilibrium geometry (ωB97M-V/def2-TZVPD, OMol25).

Calculated values
2S+1: 1
Total charge: +1
HOMO level: -13.536 eV
Energy above the lowest of the compared OMol25 structures with the same formula, charge and spin: 90.2 kcal per mole
Molar mass: 84.10 g/mol

The geometry in XYZ format:
```
12
Properties=species:S:1:pos:R:3:forces:R:3
O -1.86867 -1.80742 0.85943 0.5378 1.6010 0.1088
N 1.17237 0.44840 0.19142 -2.4205 -0.9641 -0.2394
C 0.30176 2.74377 -0.36721 -1.8845 1.2096 -1.6865
C -0.86538 -2.16170 0.13113 0.6927 -0.8261 -1.0927
C 0.06976 -2.37356 -0.62456 -2.7052 0.9653 2.3061
C 0.63129 1.53947 -0.11076 1.7815 0.7686 0.0886
H 0.35619 3.25899 -1.40537 0.5612 -0.9291 1.9841
H 0.54596 -0.34506 -0.05972 0.4929 -0.5776 0.0280
H 1.74828 0.25056 0.99181 0.9470 0.4698 0.1246
H -0.47657 3.15003 0.30713 0.4742 -0.0609 -0.2715
H 0.97596 -2.36804 -1.10382 1.4477 -0.4999 -1.0386
H -2.59094 -2.33544 1.19051 0.0754 -1.1568 -0.3116
```
Forces are in eV/Å.

Entry 9:
# C4H6NO

A gas-phase ion, C4H6NO (charge +1) in a non-equilibrium geometry (ωB97M-V/def2-TZVPD, OMol25).

Calculated values
2S+1: 1
Total charge: +1
HOMO level (alpha / beta): -15.032 / -15.032 eV
Energy above the lowest of the compared OMol25 structures with the same formula, charge and spin: 124.7 kcal per mole
Structure (SMILES): C=CCC=[N+]=O
Molar mass: 84.10 g/mol

The geometry in XYZ format:
```
12
Properties=species:S:1:pos:R:3:forces:R:3
O -2.98132 0.25944 -0.16555 1.4632 -0.4000 0.7198
N -1.88031 -0.12907 0.03046 -1.4665 0.4494 -1.0787
C -1.07121 -1.07919 0.16916 2.7173 -0.4392 0.1428
C -0.38226 1.43134 0.12485 -0.8727 2.6634 1.6048
C 0.57569 0.53973 -0.19717 0.2188 2.7653 -1.6420
C 0.42643 -0.86745 -0.15302 0.3014 -1.8621 0.4848
H 1.38946 0.88623 -0.83002 0.2101 0.1740 0.2599
H -0.93988 1.55225 1.10660 0.5006 -1.1102 -1.0008
H 0.64059 -1.23838 -1.22349 -0.4182 0.0911 1.6360
H -0.40963 2.51378 -0.24213 0.4432 -1.6731 -0.1224
H -1.34152 -2.04719 0.50709 -1.1206 -0.7061 0.1410
H 1.28933 -1.26574 0.54558 -1.9766 0.0475 -1.1453
```
Forces are in eV/Å.

Entry 10:
# C4H6NO2

A molecular structure, C4H6NO2 in a non-equilibrium geometry (ωB97M-V/def2-TZVPD, OMol25).

Calculated values
2S+1: 1
Total charge: -1
HOMO level: -2.634 eV
Energy above the lowest of the compared OMol25 structures with the same formula, charge and spin: 129.3 kcal per mole
Molar mass: 100.10 g/mol

The geometry in XYZ format:
```
13
Properties=species:S:1:pos:R:3:forces:R:3
O 1.63204 1.59100 -0.44828 -0.4030 -0.1084 0.3270
O 1.97890 -0.77981 0.20852 -0.4543 -1.5419 0.1280
N 1.01146 0.74428 0.25778 3.1427 1.2188 0.3041
C 1.05104 -1.72792 0.01256 0.7352 3.9322 -0.3478
C -1.24810 1.11407 0.51289 3.2902 -1.2888 -0.0427
C -0.16610 0.25162 -0.27258 -4.1900 -0.2242 -4.3862
C -0.16897 -1.28194 -0.32471 1.4660 2.3849 1.5112
H -2.03724 1.39994 -0.09471 -1.4799 0.7264 -1.0549
H -0.42817 0.67478 -1.50807 1.2716 -0.9586 2.7667
H 1.46571 -2.66228 0.08967 0.3361 -2.7116 0.0294
H -0.53627 1.89448 0.81234 -1.1764 0.5586 0.1671
H -1.00678 -1.78927 -0.61161 -1.9435 -1.4744 -0.5826
H -1.54752 0.57105 1.36620 -0.5946 -0.5129 1.1810
```
Forces are in eV/Å.